# 1
The following is a DFT calculation (ωB97M-V with the def2-TZVPD basis set) of a single C5H3N molecule.

Gap between HOMO and LUMO (eV): 8.3259

Bonds (Å) are listed after each position.
Atoms and positions in Å:
1 N -1.65336 1.68429 -0.14749  C6 1.141
2 C 0.57314 0.56537 0.05764  C4 1.516, C6 1.408, H8 1.048, H9 1.091
3 C -1.77884 -1.32825 0.34201  C5 1.242
4 C 0.60727 -0.93261 -0.17084  C2 1.516, C5 1.345, H7 1.040
5 C -0.67410 -1.33692 -0.22627  C3 1.242, C4 1.345
6 C -0.77161 0.98323 0.03349  N1 1.141, C2 1.408
7 H 1.45680 -1.53125 -0.14733  C4 1.040
8 H 1.15997 0.98710 -0.70159  C2 1.048
9 H 1.08074 0.90904 0.96037  C2 1.091

---

# 2
The following is a DFT calculation (ωB97M-V with the def2-TZVPD basis set) of a single C5H3N molecule.

Gap between HOMO and LUMO (spin up / spin down) (eV): 8.2694 / 8.2680
SMILES: C#CC(=N)C#C

Bonds (Å) are listed after each position.
Atoms and positions in Å:
1 N -0.90609 -1.77014 1.10660  C4 1.260, H9 1.009
2 C 1.22593 0.36276 -0.92412  C5 1.230, H7 1.087
3 C -0.66862 1.52062 -0.18131  C6 1.231, H8 1.063
4 C -0.35938 -0.86705 0.41861  N1 1.260, C5 1.474, C6 1.416
5 C 0.91812 -0.63793 -0.27906  C2 1.230, C4 1.474
6 C -0.90047 0.44054 0.36232  C3 1.231, C4 1.416
7 H 1.93305 1.03679 -1.40128  C2 1.087
8 H -0.81750 2.56876 -0.27321  C3 1.063
9 H -0.42502 -2.65435 1.17144  N1 1.009

---

# 3
The following is a DFT calculation (ωB97M-V with the def2-TZVPD basis set) of 2 unconnected molecules or ions with the total composition C5H3N.

Gap between HOMO and LUMO (eV): 11.4638

Bonds (Å) are listed after each position.
Atoms and positions in Å:
1 N 2.64519 -0.23559 -0.03854  C4 1.312, C6 1.165
2 C 1.61938 2.03646 0.09958  C4 1.198, H9 1.129
3 C -0.50463 -1.45573 -0.56187  C5 1.207, H8 1.037
4 C 2.11612 0.94834 0.16082  N1 1.312, C2 1.198
5 C -0.99614 -1.33946 0.53421  C3 1.207, H7 0.984
6 C 3.20429 -1.23138 -0.26998  N1 1.165
7 H -1.51591 -1.63739 1.31489  C5 0.984
8 H 0.03253 -1.22734 -1.41896  C3 1.037
9 H 1.03606 3.00083 0.03607  C2 1.129

---

# 4
The following is a DFT calculation (ωB97M-V with the def2-TZVPD basis set) of a single C5H3N molecule.

Gap between HOMO and LUMO (spin up / spin down) (eV): 9.0515 / 7.4602
Spin multiplicity: 3

Bonds (Å) are listed after each position.
Atoms and positions in Å:
1 N 1.58095 -1.76554 -0.00445  C5 1.135
2 C 0.83540 1.43383 -0.19489  C3 1.293, C4 1.382
3 C 2.08462 1.39762 0.13568  C2 1.293
4 C -0.44093 0.94741 0.01694  C2 1.382, C6 1.483, H8 1.126
5 C 0.57814 -1.23774 -0.06628  N1 1.135, C6 1.461
6 C -0.68897 -0.51024 -0.09520  C4 1.483, C5 1.461, H7 1.135, H9 1.033
7 H -1.38507 -0.95120 0.68598  C6 1.135
8 H -1.35871 1.39644 0.48899  C4 1.126
9 H -1.20545 -0.71059 -0.96676  C6 1.033

---

# 5
The following is a DFT calculation (ωB97M-V with the def2-TZVPD basis set) of 2 unconnected molecules or ions with the total composition C5H3N3O2.

Gap between HOMO and LUMO (eV): 10.2115
SMILES: N#C/C=C1/NC1=O.N=C=O

Bonds (Å) are listed after each position.
Atoms and positions in Å:
1 O 1.02803 2.08470 0.87274  C10 1.160
2 O -0.80087 1.47607 -1.37959  C8 1.209
3 N -2.39611 1.29725 0.38611  C8 1.189, H11 0.996
4 N -1.65259 -2.24160 0.92986  C6 1.139
5 N 1.95737 0.43251 -0.61318  C7 1.427, C10 1.342, H12 1.021
6 C -0.60611 -1.93649 0.59986  N4 1.139, C9 1.437
7 C 1.05428 -0.35399 0.16343  N5 1.427, C9 1.289, C10 1.470
8 C -1.53504 1.30315 -0.43442  O2 1.209, N3 1.189
9 C 0.67097 -1.57925 0.04741  C6 1.437, C7 1.289, H13 1.132
10 C 1.22495 1.10037 0.29184  O1 1.160, N5 1.342, C7 1.470
11 H -2.57900 0.56578 1.03724  N3 0.996
12 H 2.58560 0.35439 -1.41376  N5 1.021
13 H 1.04852 -2.50287 -0.48754  C9 1.132

---

# 6
The following is a DFT calculation (ωB97M-V with the def2-TZVPD basis set) of a single C5H3NO molecule.

Gap between HOMO and LUMO (eV): 8.3648

Bonds (Å) are listed after each position.
Atoms and positions in Å:
1 O -2.29806 0.17540 1.23593  C5 1.183
2 N -1.37409 -0.72101 -0.69197  C5 1.439, C7 1.273
3 C -1.00937 1.55542 -0.23913  C4 1.362, C5 1.502, H8 1.119
4 C -0.15976 1.06231 0.70472  C3 1.362, C5 1.861, C6 1.337
5 C -1.79448 0.34468 0.17844  O1 1.183, N2 1.439, C3 1.502, C4 1.861
6 C 0.47252 -0.11615 0.69103  C4 1.337, C7 1.540, H10 1.129
7 C -0.18931 -1.03749 -0.34985  N2 1.273, C6 1.540, H9 1.073
8 H -0.87783 2.09656 -1.20918  C3 1.119
9 H 0.49192 -1.84370 -0.54215  C7 1.073
10 H 1.17642 -0.48480 1.49321  C6 1.129

---

# 7
The following is a DFT calculation (ωB97M-V with the def2-TZVPD basis set) of a single C5H3NO molecule.

Gap between HOMO and LUMO (eV): 9.1700
SMILES: C#CC(C#C)=NO

Bonds (Å) are listed after each position.
Atoms and positions in Å:
1 O 0.61113 -1.78845 -1.37003  N2 1.320, H10 0.988
2 N 1.06889 -0.56718 -1.16512  O1 1.320, C4 1.242
3 C 0.11374 1.45293 -0.11880  C4 1.496, C5 1.204
4 C 0.36864 -0.00930 -0.30442  N2 1.242, C3 1.496, C6 1.275
5 C 0.10370 2.63740 0.09740  C3 1.204, H8 1.300
6 C -0.43128 -0.60434 0.48971  C4 1.275, C7 1.204
7 C -1.18318 -1.14828 1.25738  C6 1.204, H9 1.192
8 H -0.00999 3.74889 0.76232  C5 1.300
9 H -1.77837 -1.30829 2.27715  C7 1.192
10 H 1.13672 -2.41337 -1.92560  O1 0.988

---

# 8
The following is a DFT calculation (ωB97M-V with the def2-TZVPD basis set) of a single C5H3NO molecule.

Gap between HOMO and LUMO (eV): 10.1943
SMILES: C#CCC(=O)C#N

Bonds (Å) are listed after each position.
Atoms and positions in Å:
1 O 0.65931 1.00868 -2.15298  C6 1.205
2 N 2.27553 -1.60705 -0.85381  C3 1.157
3 C 1.51417 -0.73781 -0.90157  N2 1.157, C6 1.480
4 C -0.82508 -0.18538 0.91580  C5 1.463, C7 1.204
5 C -0.35046 0.84223 -0.01043  C4 1.463, C6 1.517, H8 1.094, H10 1.099
6 C 0.60401 0.41141 -1.10810  O1 1.205, C3 1.480, C5 1.517
7 C -1.24029 -0.99153 1.70784  C4 1.204, H9 1.069
8 H -1.16727 1.31962 -0.55929  C5 1.094
9 H -1.61638 -1.70484 2.41033  C7 1.069
10 H 0.14646 1.64468 0.55222  C5 1.099

---

For reference, F_max by record: 3.97, 4.11, 4.41, 2.49, 4.60, 3.60, 9.54, 1.13 eV/A.
For reference, energy relative to the best compared isomer or geometry (same formula, charge and spin) by record: 83.4, 100.1, 81.2, 15.8, 71.6, 107.8, 169.0, 42.2 kcal per mole.